Computed, not measured: an isolated molecule of C2H10N4O2 at a distorted geometry, with ωB97M-V/def2-TZVPD.

Properties
2S+1: 1
M (g/mol): 122.1
SMILES string: NO[C@H](N)CN(N)O
Gap between HOMO and LUMO (eV): 9.22
Energy above the lowest of the compared OMol25 structures with the same formula, charge and spin (kJ/mol): 505.31

The geometry in XYZ format:
```
18
Properties=species:S:1:pos:R:3:nbo_charge:R:1
N -3.0140 0.7633 0.5760 -0.521
O -1.6736 1.3428 0.5329 -0.447
C -0.7405 0.4845 -0.2826 0.205
N -1.0568 -0.9391 -0.1798 -0.854
C 0.6133 0.9211 0.3018 -0.270
N 1.8171 0.0096 0.0078 -0.033
N 1.9210 -0.2966 -1.3652 -0.701
O 1.6146 -1.2108 0.7793 -0.630
H -3.1312 0.6045 1.5769 0.328
H -2.8485 -0.1809 0.1947 0.356
H -0.8444 0.8120 -1.3224 0.179
H -0.5577 -1.3929 -0.9460 0.371
H -0.5810 -1.2901 0.6543 0.380
H 0.5611 0.9819 1.3957 0.216
H 0.8644 1.9222 -0.0667 0.220
H 2.8549 -0.0617 -1.7100 0.361
H 1.8214 -1.3014 -1.5263 0.358
H 2.3799 -1.1683 1.3796 0.483
```

Computed, not measured: a structure of composition C3H7O2P at a distorted geometry, with ωB97M-V/def2-TZVPD.

Properties
2S+1: 1
M (g/mol): 106.1
Gap between HOMO and LUMO (spin up / spin down) (eV): 8.72 / 8.72
Energy above the lowest of the compared OMol25 structures with the same formula, charge and spin (kJ/mol): 352.47

The geometry in XYZ format:
```
13
Properties=species:S:1:pos:R:3:nbo_charge:R:1
C 1.3813 -1.6621 1.1973 0.103
C -1.5772 -0.8056 -1.1233 -0.248
C 0.9476 1.0286 1.0098 -0.726
O 2.0267 -2.1572 0.3224 -0.534
O -0.4429 -1.1732 -0.4783 -0.791
P -0.3711 -1.0523 1.1591 0.912
H 1.9922 -1.3411 2.1655 0.107
H -1.4770 -0.8943 -2.2519 0.201
H -1.7780 0.2615 -0.9591 0.165
H -2.4576 -1.4325 -0.7052 0.170
H 1.5604 1.2419 1.9290 0.207
H 0.0104 1.4444 0.9907 0.197
H 1.6726 0.7640 0.1481 0.235
```

Computed, not measured: a structure of composition C37H47AsClGaN5O6PS2 at a distorted geometry, with ωB97M-V/def2-TZVPD.

Properties
Total charge: -2
2S+1: 1
M (g/mol): 933.0
Gap between HOMO and LUMO (eV): 4.94
Energy above the lowest of the compared OMol25 structures with the same formula, charge and spin (kJ/mol): 124.34

The geometry in XYZ format:
```
101
Properties=species:S:1:pos:R:3:mulliken_charge:R:1
Ga 8.0025 -14.9378 10.7805 -1.033
S 9.7837 -12.9632 14.3285 -0.351
C 8.1018 -12.6859 14.4938 -0.484
C 7.4017 -13.2107 13.4787 -0.896
C 8.2289 -13.8247 12.4526 1.012
C 9.5825 -13.7331 12.7743 0.319
C 10.6676 -14.0355 11.8430 -0.020
C 12.0086 -14.1833 12.1423 -0.310
C 12.9048 -14.9771 11.3867 -1.460
C 12.2769 -15.9214 10.5756 -0.685
C 10.9553 -15.7592 10.2375 -0.513
N 10.1803 -14.5718 10.5455 0.794
H 7.6756 -12.1654 15.3494 0.388
H 6.3521 -13.0827 13.3677 0.314
H 12.3029 -13.7076 13.1185 0.241
H 13.8761 -15.2071 11.7986 0.327
H 12.8239 -16.7223 10.1723 0.526
H 10.3482 -16.5401 9.8453 0.414
O 5.5665 -12.4352 11.0652 -0.569
As 5.8635 -13.0052 9.4594 1.268
O 6.5414 -11.8439 8.5732 -0.858
O 6.8349 -14.4029 9.4771 -0.053
C 4.3064 -13.6688 8.5014 0.200
C 4.6135 -13.6820 7.1158 -0.957
C 3.7166 -14.1710 6.1918 -0.573
C 2.5338 -14.7937 6.6206 -0.608
C 2.1867 -14.7640 7.9563 -0.546
C 3.1068 -14.2466 8.9215 0.194
S 2.5804 -14.3457 10.7054 1.129
O 1.9870 -15.6743 10.8093 -0.644
O 1.7196 -13.2251 10.9477 -0.833
O 3.8212 -14.2520 11.5043 -0.525
H 4.8574 -12.9785 11.5006 0.462
H 5.5306 -13.1571 6.8106 0.346
H 4.0728 -14.2362 5.1863 0.371
H 1.8175 -15.0045 5.8324 0.350
H 1.2322 -15.1695 8.2853 0.436
Cl 12.6887 -12.8064 7.6883 -0.306
C 12.0479 -11.8732 9.0991 1.309
C 12.8107 -10.7571 9.4942 -0.733
C 12.2703 -10.0646 10.5716 -0.361
C 11.0380 -10.4444 11.1593 -0.976
C 10.3580 -11.5144 10.7062 0.055
C 10.8837 -12.2668 9.6193 -0.468
C 10.1844 -13.5366 9.2922 -1.007
H 13.7840 -10.5953 8.9864 0.328
H 12.8126 -9.1926 10.9466 0.318
H 10.6579 -9.9104 11.9919 0.474
H 9.3829 -11.7427 11.1507 0.520
H 9.1933 -13.2886 8.9823 0.188
H 10.6122 -14.1052 8.4253 0.630
N 8.0404 -16.7875 10.6664 0.619
P 7.3631 -17.9248 11.4082 -1.518
N 5.6445 -17.9893 11.2987 0.611
C 4.8725 -19.1906 11.6504 0.217
C 3.4652 -19.1091 11.0446 -1.532
C 3.4207 -18.9943 9.5452 -0.728
C 4.6200 -18.1937 9.0303 -0.906
C 5.1129 -17.2492 10.1099 -0.168
N 7.5443 -17.9410 13.1391 0.896
C 8.9519 -17.8365 13.5247 -0.103
C 9.1452 -18.3992 14.9359 -1.389
C 8.2274 -17.7105 15.9620 -0.790
C 6.8015 -17.9762 15.4185 -0.954
C 6.7138 -17.2527 14.0664 -0.315
N 8.0325 -19.4402 11.0316 1.445
C 8.0414 -20.5321 12.0363 -0.162
C 7.9835 -21.8043 11.2709 -1.062
C 9.1854 -22.0254 10.3748 -0.577
C 9.7430 -20.7012 9.8475 -1.124
C 8.6346 -19.6973 9.6956 -0.639
H 4.8263 -19.2652 12.7934 0.140
H 5.2985 -20.1223 11.1653 -0.250
H 2.9302 -18.3478 11.5071 0.557
H 3.0269 -20.0479 11.3236 0.495
H 2.5145 -18.5211 9.2492 0.357
H 3.4128 -19.9760 9.0323 0.409
H 4.3809 -17.6782 8.1157 0.413
H 5.4480 -18.8894 8.7375 0.076
H 4.3438 -16.5859 10.4634 0.158
H 5.9102 -16.6884 9.6366 0.306
H 9.2747 -16.7867 13.5573 -0.157
H 9.5440 -18.3176 12.7507 0.537
H 10.2122 -18.3546 15.1291 0.442
H 9.0078 -19.4432 14.7991 0.407
H 8.4824 -16.6137 16.0254 0.227
H 8.4241 -18.1162 16.9036 0.554
H 6.0770 -17.6030 16.1240 0.443
H 6.6578 -19.0948 15.4295 0.226
H 7.0310 -16.2265 14.1706 0.006
H 5.7000 -17.2937 13.6878 0.472
H 7.1258 -20.2670 12.6832 0.398
H 8.9492 -20.5172 12.6398 0.197
H 7.0976 -21.7937 10.5589 0.180
H 7.8351 -22.6703 11.9323 0.463
H 8.9093 -22.6889 9.5262 0.330
H 9.8523 -22.6450 10.9834 0.317
H 10.2748 -20.8574 8.9406 0.494
H 10.3979 -20.2502 10.5643 0.324
H 7.8998 -20.0141 8.9612 0.220
H 8.9698 -18.7170 9.3328 0.295
```

Computed, not measured: a structure of composition C51H51N3O3P2RhSTe at a distorted geometry, with ωB97M-V/def2-TZVPD.

Properties
Total charge: +1
2S+1: 5
M (g/mol): 1078.5
Gap between HOMO and LUMO (spin up / spin down) (eV): 5.92 / 6.14
<S²>: 6.05
Energy above the lowest of the compared OMol25 structures with the same formula, charge and spin (kJ/mol): 0.00

The geometry in XYZ format:
```
113
Properties=species:S:1:pos:R:3:mulliken_charge:R:1
Rh -0.1128 0.8815 -0.3843 0.497
Te 2.5384 -3.1837 0.8499 0.377
C 4.2857 -2.5748 1.9290 -0.313
C 5.2700 -1.6995 1.3883 -0.264
C 6.1859 -1.1548 2.2279 -0.509
N 6.1785 -1.3779 3.5620 -0.670
C 5.3316 -2.2448 4.0177 -0.368
C 4.3655 -2.8977 3.2575 -0.330
C 1.4248 -1.4636 0.8286 -1.229
P 1.7974 0.2948 0.8002 2.505
C 1.8330 0.7423 2.5817 0.822
C 2.6833 0.0472 3.4863 0.329
C 2.4280 0.1032 4.8524 -0.731
C 1.3429 0.8033 5.3726 -1.019
C 0.5450 1.5228 4.4810 -0.820
C 0.8163 1.4894 3.1295 -0.994
C 3.5012 0.6070 0.2924 1.356
C 3.9829 0.1226 -0.9159 -0.921
C 5.3144 0.4095 -1.2848 -1.076
C 6.1162 1.2165 -0.4725 -0.345
C 5.5767 1.6654 0.7065 -0.793
C 4.2944 1.4115 1.0985 -0.760
P -0.3746 -1.3524 0.3879 2.008
C -1.4116 -2.1976 1.6463 0.504
C -1.0302 -2.2547 2.9889 -0.312
C -1.8441 -2.8625 3.9639 -0.800
C -3.0488 -3.4043 3.5977 -0.923
C -3.4042 -3.4177 2.2482 -0.371
C -2.6416 -2.8108 1.2629 -0.422
C -0.9064 -2.2525 -1.1467 -0.196
C -0.9373 -3.6359 -1.3331 -0.556
C -1.5616 -4.1725 -2.4612 -0.763
C -2.0467 -3.3877 -3.4843 -0.920
C -2.0177 -2.0123 -3.2546 -0.485
C -1.3990 -1.4523 -2.1654 0.138
H 5.2884 -1.5156 0.3581 1.026
H 6.8667 -0.4047 1.8442 0.536
H 5.3657 -2.3910 5.1239 0.452
H 3.7055 -3.6229 3.7098 0.417
H 3.4350 -0.5676 3.0523 -0.129
H 3.0767 -0.4758 5.4727 0.526
H 1.1654 0.6851 6.4227 0.415
H -0.3052 2.0617 4.8053 0.525
H 0.2084 2.0665 2.4860 0.339
H 3.3904 -0.4798 -1.5481 0.524
H 5.7813 0.0172 -2.1863 0.292
H 7.0926 1.5273 -0.7827 0.547
H 6.2320 2.3020 1.3507 0.210
H 3.9031 1.8096 1.9869 0.641
H -0.1649 -1.6925 3.3095 0.215
H -1.4890 -2.7864 4.9587 0.524
H -3.7294 -3.8711 4.3094 0.417
H -4.3477 -3.8821 1.9476 0.306
H -2.9942 -2.7573 0.2182 0.053
H -0.5900 -4.2674 -0.5188 0.523
H -1.6560 -5.2518 -2.4894 0.445
H -2.6464 -3.7417 -4.2893 0.470
H -2.4358 -1.3376 -3.9928 0.615
H -1.3626 -0.4077 -2.0624 0.028
C 1.7652 4.2702 0.4010 -1.745
C 2.3891 3.6967 -0.8386 1.388
C 3.7021 4.0614 -1.1287 -0.815
C 4.3499 3.5692 -2.2550 -1.171
C 3.6633 2.8042 -3.1968 -0.918
C 2.3248 2.4672 -2.9717 1.602
C 1.5705 1.6249 -4.0011 -1.637
C 1.7001 2.9493 -1.7861 -0.517
N 0.4079 2.5728 -1.4483 0.706
C -0.6274 3.1374 -2.1062 0.293
C -0.4240 4.2482 -3.0997 -1.828
C -1.8929 2.5751 -1.8387 0.672
C -3.1761 3.2757 -2.1663 -2.367
N -1.9328 1.4129 -1.1247 0.842
C -3.1422 0.8471 -0.6619 -1.416
C -3.3155 0.6843 0.6956 1.369
C -2.3540 1.2659 1.6136 -1.265
C -4.3767 -0.1645 1.1668 -0.937
C -5.2085 -0.7543 0.3593 -1.452
C -5.1971 -0.5354 -1.1496 1.114
C -4.0077 0.2386 -1.5828 1.569
C -3.8724 0.4501 -3.0440 -2.374
H 2.4360 4.9956 0.8270 0.482
H 1.5895 3.5130 1.1550 0.218
H 0.8420 4.7549 0.0991 0.384
H 4.2692 4.6760 -0.4309 0.363
H 5.3682 3.8252 -2.4308 0.508
H 4.1925 2.3875 -4.0344 0.508
H 2.2835 1.0709 -4.6059 0.481
H 0.9461 2.2478 -4.6812 0.309
H 0.8788 0.8728 -3.5743 0.099
H -0.1304 5.1965 -2.6565 0.265
H -1.3606 4.3651 -3.6674 0.502
H 0.3017 4.0100 -3.8232 0.363
H -3.1497 4.3591 -1.9690 0.596
H -4.0505 2.8498 -1.5727 0.222
H -3.4464 3.2343 -3.2492 0.430
H -1.7156 0.5087 2.1471 0.162
H -2.8176 1.8605 2.4173 0.701
H -1.6232 1.9425 1.1604 -0.072
H -4.4126 -0.3768 2.2550 0.383
H -6.0752 -1.3779 0.7017 0.384
H -6.0568 0.1952 -1.2648 0.241
H -4.1242 -0.4125 -3.6084 0.685
H -2.8654 0.7325 -3.2356 0.430
H -4.5007 1.2788 -3.4085 0.320
C -5.5753 -1.8217 -1.9029 -1.652
S -5.8459 -5.8915 -0.4243 1.014
O -5.4094 -5.7712 0.9258 -0.354
O -5.6199 -7.0967 -1.1341 -0.364
O -6.4470 -4.7848 -1.1118 -0.346
H -6.1961 -2.5120 -1.3413 0.586
H -6.2048 -1.6142 -2.8016 0.344
H -4.6910 -2.4376 -2.1369 0.131
```

Computed, not measured: an isolated molecule of C3H3NO2 at a distorted geometry, with ωB97M-V/def2-TZVPD.

Properties
2S+1: 1
M (g/mol): 85.1
Gap between HOMO and LUMO (eV): 7.43
Energy above the lowest of the compared OMol25 structures with the same formula, charge and spin (kJ/mol): 359.90

The geometry in XYZ format:
```
9
Properties=species:S:1:pos:R:3:nbo_charge:R:1
C -0.8765 0.1662 0.2236 -0.408
C -0.6782 -1.2185 0.0170 0.285
C 1.4939 0.6716 0.0917 0.952
N 0.2649 1.0225 0.1441 -0.573
O 2.6285 0.5633 0.0673 -0.361
O 0.4248 -1.7796 0.1616 -0.685
H -1.8474 0.4282 -0.1395 0.212
H -1.5984 -1.7396 -0.1799 0.129
H 0.1885 1.8859 -0.3858 0.449
```

Computed, not measured: a structure of composition C2FI3 at a distorted geometry, with ωB97M-V/def2-TZVPD.

Properties
2S+1: 1
M (g/mol): 423.7
Gap between HOMO and LUMO (spin up / spin down) (eV): 7.18 / 7.75
Energy above the lowest of the compared OMol25 structures with the same formula, charge and spin (kJ/mol): 265.53

The geometry in XYZ format:
```
6
Properties=species:S:1:pos:R:3:nbo_charge:R:1
C 0.8046 0.2454 0.6644 0.191
C -0.5911 0.0216 -0.5124 -0.617
F 0.3566 0.9884 1.6623 -0.333
I 1.6649 -1.6111 0.9431 0.190
I -0.7726 -1.4685 -1.9425 0.287
I -1.4625 1.8242 -0.8149 0.283
```

no.,calculated total energy (eV)
1,-12287.071
2,-16605.034
3,-215565.881
4,-104031.542
5,-8741.401
6,-29088.708